Version one
Computed, not measured: the molecule C7H9N, with the ωB97M-V functional and the def2-TZVPD basis.

XYZ file:
```
17
C7H9N (the ωB97M-V functional and the def2-TZVPD basis)
C -1.06 -0.22 0.88
C -1.45 0.67 1.91
N -1.11 1.92 1.97
C 0.87 -0.30 -0.63
C -0.24 0.25 -0.23
C -0.77 1.41 -1.07
C 2.47 -2.08 -1.59
C 1.86 -1.29 -0.68
H -1.38 -1.25 0.92
H -2.05 0.17 2.69
H -1.45 2.29 2.86
H -0.51 1.39 -2.13
H -1.86 1.37 -0.98
H -0.57 2.40 -0.64
H 2.21 -2.37 -2.59
H 3.04 -2.84 -1.06
H 2.01 -1.53 0.38
```

Summary:
E_LUMO: -0.062 Ha
frontier orbital gap: 5.44 eV
M: 107.2 g mol⁻¹



Version two
Computed, not measured: the molecule C7H9N, with the ωB97M-V functional and the def2-TZVPD basis.

XYZ file:
```
17
C7H9N (the ωB97M-V functional and the def2-TZVPD basis)
C 1.57 -0.95 0.07
C 1.41 0.59 -0.08
C 0.10 1.16 0.45
C -0.80 0.10 1.04
C -1.79 -0.05 -0.17
C -0.03 -1.12 0.11
C 0.18 0.70 -0.96
H 1.92 -1.38 1.03
H 1.94 -1.32 -0.90
H 2.26 1.23 -0.24
H 0.27 2.21 1.06
H -1.11 -0.19 2.02
H -2.42 0.89 -0.22
H -2.30 -1.02 -0.43
H -0.74 -2.03 0.01
H 0.23 1.52 -1.73
N -0.69 -0.35 -1.06
```

Summary:
E_LUMO: 0.040 Ha
frontier orbital gap: 9.76 eV
M: 107.2 g mol⁻¹



Version three
Computed, not measured: the molecule C7H9N, with the ωB97M-V functional and the def2-TZVPD basis.

XYZ file:
```
17
C7H9N (the ωB97M-V functional and the def2-TZVPD basis)
C -1.23 -0.68 -0.41
C -2.27 -0.12 -1.20
N -2.67 1.09 -1.39
C 0.98 -0.40 0.52
C -0.23 0.05 0.26
C -0.54 1.51 0.57
C 3.45 -0.83 0.54
C 2.13 -1.12 0.61
H -1.27 -1.71 -0.09
H -2.75 -0.91 -1.77
H -3.66 1.07 -1.63
H -0.16 2.24 -0.13
H -0.16 1.81 1.56
H -1.60 1.69 0.64
H 3.80 0.18 0.66
H 4.11 -1.67 0.47
H 2.06 -2.19 0.79
```

Summary:
E_LUMO: -0.064 Ha
frontier orbital gap: 5.14 eV
M: 107.2 g mol⁻¹



Here are the energies relative to the best structure, in kJ/mol: version one 124.7; version two 0.0; version three 146.7.



Version one
Computed, not measured: a structure of composition C7H9N, with the ωB97M-V functional and the def2-TZVPD basis.

XYZ file:
```
17
C7H9N (the ωB97M-V functional and the def2-TZVPD basis)
C -0.38 1.02 -1.59
C -0.26 0.65 0.64
C 0.44 0.26 1.75
C 0.82 -1.07 1.55
C 0.54 -1.59 0.33
C 0.02 -0.47 -1.22
C -0.70 -0.64 0.06
H -0.91 0.76 -2.64
H 0.47 1.59 -1.96
H -0.74 2.28 0.00
H 0.61 0.80 0.16
H 1.22 0.82 2.60
H 1.55 -1.40 2.29
H 0.51 -2.69 0.00
H -0.12 -1.21 -2.00
H -1.86 -0.62 0.32
N -1.22 1.51 -0.27
```

Summary:
E_LUMO: 0.024 Ha
frontier orbital gap: 8.41 eV
M: 107.2 g mol⁻¹



Version two
Computed, not measured: the molecule C7H9N, with the ωB97M-V functional and the def2-TZVPD basis.

XYZ file:
```
17
C7H9N (the ωB97M-V functional and the def2-TZVPD basis)
C 2.06 -0.36 1.46
C 1.01 -0.50 0.87
C -0.36 -0.64 0.22
C -0.17 -0.76 -1.25
C 0.52 0.69 -1.37
C -1.03 0.50 0.23
C -1.39 -0.41 1.37
H 3.02 -0.48 1.82
H 0.44 -1.64 -1.58
H -1.12 -0.92 -1.58
H 1.64 0.54 -1.55
H 0.12 1.03 -2.33
H 0.62 1.81 0.48
H -1.89 0.35 -0.50
H -2.53 -0.68 1.55
H -0.92 -0.11 2.34
N -0.03 1.58 -0.18
```

Summary:
E_LUMO: 0.040 Ha
frontier orbital gap: 10.11 eV
M: 107.2 g mol⁻¹



Here are the energies relative to the best structure, in kJ/mol: version one 208.6; version two 0.0.



Version one
Computed, not measured: a cluster of 2 separate species, C7H9N in total, with the ωB97M-V functional and the def2-TZVPD basis.

XYZ file:
```
17
C7H9N (the ωB97M-V functional and the def2-TZVPD basis)
C -0.92 -1.37 0.36
C -0.12 -0.39 0.94
C -0.29 0.98 0.73
C -1.42 1.37 -0.05
C -2.24 0.33 -0.61
C 1.49 -0.75 -0.63
C 2.29 0.32 -0.45
H -0.94 -2.42 0.60
H 0.58 -0.74 1.87
H 0.48 1.62 1.31
H -1.40 2.45 -0.34
H -3.26 0.56 -1.03
H 1.59 -1.59 0.02
H 0.87 -0.84 -1.50
H 2.99 0.34 0.35
H 2.45 1.17 -1.19
N -2.13 -1.03 -0.38
```

Summary:
E_LUMO: 0.017 Ha
frontier orbital gap: 8.84 eV
M: 107.2 g mol⁻¹



Version two
Computed, not measured: the molecule C7H9N, with the ωB97M-V functional and the def2-TZVPD basis.

XYZ file:
```
17
C7H9N (the ωB97M-V functional and the def2-TZVPD basis)
C 1.41 -1.17 0.20
C 1.46 1.12 0.12
C 0.01 0.69 0.05
C -1.28 1.19 0.04
C -2.21 0.00 -0.08
C -1.29 -1.20 -0.09
C -0.04 -0.75 0.00
H 1.49 -1.31 1.30
H 1.69 -2.12 -0.31
H 2.16 -0.06 -1.32
H 1.69 2.12 -0.39
H 1.75 1.30 1.19
H -1.55 2.23 0.01
H -3.07 -0.05 0.66
H -2.74 0.21 -1.09
H -1.71 -2.19 0.02
N 2.22 -0.03 -0.33
```

Summary:
E_LUMO: 0.038 Ha
frontier orbital gap: 9.37 eV
M: 107.2 g mol⁻¹



Version three
Computed, not measured: the molecule C7H9N, with the ωB97M-V functional and the def2-TZVPD basis.

XYZ file:
```
17
C7H9N (the ωB97M-V functional and the def2-TZVPD basis)
C 1.23 -1.49 0.41
C -1.09 0.43 0.23
C 1.38 0.78 0.07
C -1.73 1.52 0.51
C 1.67 1.93 -0.48
C 0.12 -1.70 -0.52
C -1.20 -1.00 0.05
N 1.70 -0.30 0.64
H 1.55 -2.27 1.09
H -2.80 1.53 0.71
H -1.25 2.48 0.57
H 2.68 2.12 -0.82
H 0.94 2.70 -0.64
H 0.33 -1.24 -1.49
H -0.10 -2.76 -0.66
H -1.42 -1.48 1.00
H -1.98 -1.24 -0.67
```

Summary:
E_LUMO (alpha / beta): -0.004 / -0.001 Ha
frontier orbital gap (alpha / beta): 7.53 / 7.41 eV
M: 107.2 g mol⁻¹



Version four
Computed, not measured: the molecule C7H9N, with the ωB97M-V functional and the def2-TZVPD basis.

XYZ file:
```
17
C7H9N (the ωB97M-V functional and the def2-TZVPD basis)
C -1.25 0.44 -0.62
C -2.43 -0.26 -0.47
N -2.58 -1.42 0.12
C 1.15 0.18 -0.74
C 0.02 -0.03 -0.09
C -0.02 -0.75 1.27
C 2.94 1.35 0.56
C 2.43 0.63 -0.50
H -1.13 1.28 -1.29
H -3.34 0.09 -0.97
H -3.54 -1.72 0.20
H 0.98 -0.69 1.67
H -0.79 -0.22 1.82
H -0.40 -1.77 1.14
H 4.01 1.48 0.58
H 2.24 1.79 1.26
H 3.22 0.30 -1.19
```

Summary:
E_LUMO: -0.085 Ha
frontier orbital gap: 4.39 eV
M: 107.2 g mol⁻¹



Here are the energies relative to the best structure, in kJ/mol: version one 186.2; version two 0.0; version three 331.2; version four 443.7.



Version one
Computed, not measured: the molecule C3H7NO, with the ωB97M-V functional and the def2-TZVPD basis.

XYZ file:
```
12
C3H7NO (the ωB97M-V functional and the def2-TZVPD basis)
C 0.00 -1.30 -1.26
O 0.55 -0.02 -1.63
C 0.51 1.01 -0.72
N 0.14 1.17 0.46
C -0.32 0.59 1.65
H 0.51 -1.73 -0.39
H -1.08 -1.23 -1.05
H 0.14 -1.97 -2.12
H 0.87 2.02 -0.91
H -0.29 1.41 2.38
H -1.36 0.25 1.58
H 0.33 -0.21 2.02
```

Summary:
E_LUMO: 0.034 Ha
frontier orbital gap: 9.48 eV
M: 73.1 g mol⁻¹



Version two
Computed, not measured: a cluster of 2 separate species, C3H7NO in total, with the ωB97M-V functional and the def2-TZVPD basis.

XYZ file:
```
12
C3H7NO (the ωB97M-V functional and the def2-TZVPD basis)
C 1.02 -1.01 -0.06
C 0.23 1.26 0.31
C -0.90 0.45 0.35
O -1.77 0.26 1.20
N -0.86 -0.53 -0.78
H 1.92 -0.41 0.00
H 0.68 -1.40 0.89
H 1.05 -1.74 -0.87
H 0.67 1.51 -0.66
H 0.41 1.96 1.12
H -0.92 -0.10 -1.70
H -1.58 -1.23 -0.66
```

Summary:
E_LUMO (alpha / beta): -0.015 / -0.015 Ha
frontier orbital gap (alpha / beta): 7.06 / 7.04 eV
M: 73.1 g mol⁻¹



Version three
Computed, not measured: the molecule C3H7NO, with the ωB97M-V functional and the def2-TZVPD basis.

XYZ file:
```
12
C3H7NO (the ωB97M-V functional and the def2-TZVPD basis)
C 1.77 -0.01 0.53
O 0.57 -0.74 0.77
C -0.58 -0.21 0.26
C -1.49 -1.01 -0.30
N -0.67 1.19 0.36
H 1.84 0.29 -0.52
H 1.84 0.88 1.16
H 2.58 -0.69 0.77
H -1.53 1.54 -0.03
H -2.47 -0.62 -0.58
H -1.28 -2.05 -0.46
H -0.56 1.52 1.32
```

Summary:
E_LUMO: 0.037 Ha
frontier orbital gap: 9.36 eV
M: 73.1 g mol⁻¹



Here are the energies relative to the best structure, in kJ/mol: version one 111.8; version two 323.0; version three 0.0.



Version one
Computed, not measured: the molecule C3H7NO, with the ωB97M-V functional and the def2-TZVPD basis.

XYZ file:
```
12
C3H7NO (the ωB97M-V functional and the def2-TZVPD basis)
C -1.54 -0.27 0.01
C 1.00 -0.57 -0.10
C 1.19 0.99 -0.02
H -2.26 -1.07 -0.02
H -1.55 0.60 -0.74
H -1.53 0.22 1.00
H -0.43 -1.87 -0.05
H 2.02 1.33 0.64
H 1.30 1.56 -1.03
H 0.24 1.34 0.41
N -0.31 -0.91 -0.13
O 1.87 -1.34 0.02
```

Summary:
E_LUMO: 0.031 Ha
frontier orbital gap: 10.35 eV
M: 73.1 g mol⁻¹



Version two
Computed, not measured: the molecule C3H7NO, with the ωB97M-V functional and the def2-TZVPD basis.

XYZ file:
```
12
C3H7NO (the ωB97M-V functional and the def2-TZVPD basis)
C 1.12 -1.11 0.54
C 0.48 -0.04 -0.35
C -0.80 0.52 0.27
O -0.85 0.80 1.46
N -1.77 0.84 -0.64
H 2.18 -1.26 0.31
H 1.02 -0.81 1.59
H 0.61 -2.07 0.42
H 0.32 -0.43 -1.37
H 1.11 0.84 -0.45
H -1.68 0.51 -1.59
H -2.50 1.48 -0.39
```

Summary:
E_LUMO: 0.033 Ha
frontier orbital gap: 10.74 eV
M: 73.1 g mol⁻¹



Version three
Computed, not measured: a cluster of 2 separate species, C3H7NO in total, with the ωB97M-V functional and the def2-TZVPD basis.

XYZ file:
```
12
C3H7NO (the ωB97M-V functional and the def2-TZVPD basis)
C -1.89 1.82 -0.51
N -2.34 1.64 0.68
H -1.14 1.06 -0.82
H -2.04 2.77 -1.09
H -2.99 2.44 0.91
O 2.70 -1.88 1.39
C 1.73 -1.28 0.91
C 1.30 -1.45 -0.52
H 1.17 -0.59 1.53
H 1.41 -0.48 -1.03
H 0.20 -1.78 -0.47
H 1.90 -2.28 -0.98
```

Summary:
E_LUMO: 0.032 Ha
frontier orbital gap: 10.78 eV
M: 73.1 g mol⁻¹



Version four
Computed, not measured: the molecule C3H7NO, with the ωB97M-V functional and the def2-TZVPD basis.

XYZ file:
```
12
C3H7NO (the ωB97M-V functional and the def2-TZVPD basis)
C -0.55 -0.03 0.55
C 0.49 1.05 0.18
C 0.50 -1.02 0.17
H -1.38 0.08 -1.22
H -1.02 -0.05 1.58
H 0.11 1.88 -0.44
H 1.10 1.43 1.04
H 2.26 -0.10 -0.39
H 0.09 -1.82 -0.47
H 1.01 -1.44 0.98
N 1.27 0.00 -0.55
O -1.71 0.00 -0.33
```

Summary:
E_LUMO: 0.036 Ha
frontier orbital gap: 10.17 eV
M: 73.1 g mol⁻¹



Here are the energies relative to the best structure, in kJ/mol: version one 108.6; version two 0.0; version three 214.8; version four 203.9.



Version one
Computed, not measured: the molecule C3H7NO, with the ωB97M-V functional and the def2-TZVPD basis.

XYZ file:
```
12
C3H7NO (the ωB97M-V functional and the def2-TZVPD basis)
C 1.91 0.08 0.09
C -0.65 -0.18 -0.01
C -0.81 1.30 -0.01
H 1.96 1.20 -0.09
H 2.80 -0.30 -0.57
H 2.28 -0.19 1.21
H 0.75 -1.64 -0.26
H -0.12 1.80 0.72
H -0.49 1.74 -0.93
H -1.87 1.70 0.05
N 0.63 -0.57 -0.20
O -1.55 -0.93 0.11
```

Summary:
E_LUMO: 0.031 Ha
frontier orbital gap: 10.43 eV
M: 73.1 g mol⁻¹



Version two
Computed, not measured: the molecule C3H7NO, with the ωB97M-V functional and the def2-TZVPD basis.

XYZ file:
```
12
C3H7NO (the ωB97M-V functional and the def2-TZVPD basis)
C -1.54 -0.24 -0.07
C 0.96 -0.52 0.04
C 1.18 0.93 0.03
H -1.30 0.82 -0.37
H -2.14 -0.28 0.85
H -2.06 -0.68 -0.92
H -0.35 -1.94 0.00
H 0.40 1.65 -0.63
H 1.05 1.42 1.06
H 2.27 1.10 -0.16
N -0.34 -0.97 0.26
O 1.88 -1.29 -0.08
```

Summary:
E_LUMO: 0.033 Ha
frontier orbital gap: 10.53 eV
M: 73.1 g mol⁻¹



Here are the energies relative to the best structure, in kJ/mol: version one 9.6; version two 0.0.



Version one
Computed, not measured: a cluster of 2 separate species, C3H7NO in total, with the ωB97M-V functional and the def2-TZVPD basis.

XYZ file:
```
12
C3H7NO (the ωB97M-V functional and the def2-TZVPD basis)
C -2.11 0.99 -1.58
N -2.24 0.82 -0.33
H -2.82 1.50 -2.23
H -1.37 0.40 -2.12
H -1.51 0.17 -0.07
O 0.75 0.08 -0.64
C 1.20 -0.75 0.10
C 1.56 -0.46 1.53
H 1.48 -1.74 -0.31
H 0.78 -0.60 2.28
H 2.46 -1.00 1.84
H 1.81 0.60 1.54
```

Summary:
E_LUMO: 0.032 Ha
frontier orbital gap: 10.69 eV
M: 73.1 g mol⁻¹



Version two
Computed, not measured: the molecule C3H7NO, with the ωB97M-V functional and the def2-TZVPD basis.

XYZ file:
```
12
C3H7NO (the ωB97M-V functional and the def2-TZVPD basis)
C 1.78 -0.34 -0.24
C 0.58 0.58 0.18
C -0.74 -0.25 0.32
H 1.54 -0.91 -1.28
H 2.14 -0.96 0.65
H 2.64 0.36 -0.41
H 0.88 0.94 1.22
H 0.28 1.42 -0.46
H -0.85 -1.24 0.88
H -3.44 0.26 -0.73
N -1.79 0.44 -0.11
O -3.01 -0.29 -0.03
```

Summary:
E_LUMO: 0.041 Ha
frontier orbital gap: 10.74 eV
M: 73.1 g mol⁻¹



Version three
Computed, not measured: the molecule C3H7NO, with the ωB97M-V functional and the def2-TZVPD basis.

XYZ file:
```
12
C3H7NO (the ωB97M-V functional and the def2-TZVPD basis)
C 0.60 -0.36 0.14
C 1.78 0.50 0.03
C -1.83 -0.52 0.04
N -0.57 0.14 -0.13
O -0.64 1.41 -0.37
H 0.49 -1.45 0.22
H 2.16 0.90 0.94
H 1.38 1.27 -0.60
H 2.73 0.01 -0.44
H -1.65 -1.23 0.78
H -2.43 0.29 0.37
H -2.01 -0.95 -0.98
```

Summary:
E_LUMO: 0.035 Ha
frontier orbital gap: 9.38 eV
M: 73.1 g mol⁻¹



Version four
Computed, not measured: the molecule C3H7NO, with the ωB97M-V functional and the def2-TZVPD basis.

XYZ file:
```
12
C3H7NO (the ωB97M-V functional and the def2-TZVPD basis)
C 1.77 -0.40 -0.25
C 0.56 0.54 0.15
C -0.77 -0.08 0.30
H 1.70 -0.74 -1.28
H 1.85 -1.21 0.42
H 2.72 0.20 -0.22
H 0.84 0.95 1.13
H 0.44 1.36 -0.52
H -0.83 -0.86 1.06
H -3.62 0.22 -0.45
N -1.78 0.40 -0.30
O -2.90 -0.37 -0.04
```

Summary:
E_LUMO: 0.042 Ha
frontier orbital gap: 10.71 eV
M: 73.1 g mol⁻¹



Here are the energies relative to the best structure, in kJ/mol: version one 0.0; version two 104.0; version three 130.4; version four 39.2.



Version one
Computed, not measured: the molecule C3H7N3S, with the ωB97M-V functional and the def2-TZVPD basis.

XYZ file:
```
14
C3H7N3S (the ωB97M-V functional and the def2-TZVPD basis)
C -1.65 -0.88 -0.16
C -3.06 -1.04 0.25
C 0.40 0.46 -0.20
H -1.64 2.11 -0.67
H -1.38 2.06 1.09
H -1.08 -1.72 -0.39
H -3.85 -0.30 0.12
H -3.26 -2.07 0.55
H 0.75 1.47 -0.11
H 3.15 -1.30 1.04
N -1.65 1.66 0.16
N -0.97 0.33 -0.25
N 1.04 -0.60 -0.32
S 2.77 -0.08 0.11
```

Summary:
E_LUMO: 0.024 Ha
frontier orbital gap: 8.62 eV
M: 117.2 g mol⁻¹



Version two
Computed, not measured: the molecule C3H7N3S, with the ωB97M-V functional and the def2-TZVPD basis.

XYZ file:
```
14
C3H7N3S (the ωB97M-V functional and the def2-TZVPD basis)
C -0.19 -0.43 0.03
C 1.06 -1.18 -0.24
C 2.31 -0.75 -0.05
H -3.23 -0.58 -0.66
H -2.34 0.64 0.27
H 0.36 0.89 1.53
H -0.82 2.93 -0.23
H 0.88 -2.19 -0.68
H 3.15 -1.42 -0.28
H 2.53 0.23 0.37
N -2.49 -0.32 -0.01
N -1.34 -0.92 -0.36
N -0.18 0.88 0.68
S 0.31 2.22 -0.37
```

Summary:
E_LUMO: 0.024 Ha
frontier orbital gap: 8.98 eV
M: 117.2 g mol⁻¹



Version three
Computed, not measured: the molecule C3H7N3S, with the ωB97M-V functional and the def2-TZVPD basis.

XYZ file:
```
14
C3H7N3S (the ωB97M-V functional and the def2-TZVPD basis)
C -1.57 -0.04 -0.02
C -0.58 -1.05 0.61
C 2.85 0.47 -0.31
H -0.19 1.44 0.27
H -1.68 1.90 -0.49
H -2.87 -1.33 -0.69
H -0.41 -0.69 1.62
H -1.11 -2.00 0.68
H 3.49 -0.13 -0.92
H 3.26 1.49 -0.08
N -1.18 1.26 0.13
N -2.64 -0.34 -0.67
N 1.66 0.27 0.12
S 0.98 -1.26 -0.25
```

Summary:
E_LUMO: 0.025 Ha
frontier orbital gap: 9.54 eV
M: 117.2 g mol⁻¹



Here are the energies relative to the best structure, in kJ/mol: version one 372.2; version two 121.0; version three 0.0.